[1]
Here is a 4-piece molecular cluster, C15H35B3INO15P2 overall from the Open Molecules 2025 dataset. Energies are from ωB97M-V with the def2-TZVPD basis set.

CARTESIAN COORDINATES (ANGSTROEM)
N  -1.20  -7.55  -1.28
B  -1.27  -6.39  -2.15
O  -0.15  -5.71  -2.60
B  -0.36  -4.43  -3.10
C  0.48  -3.20  -2.65
C  0.89  -3.24  -1.16
C  0.67  -1.92  -0.44
I  2.16  -0.47  -0.90
O  -1.46  -4.30  -3.94
B  -2.62  -4.89  -3.47
P  -4.31  -4.15  -4.10
P  -5.86  -4.97  -2.81
O  -7.05  -5.35  -3.58
O  -5.28  -6.10  -1.84
O  -6.06  -3.79  -1.73
O  -2.51  -5.90  -2.55
H  -0.45  -7.43  -0.59
H  -1.00  -8.42  -1.75
H  1.37  -3.09  -3.28
H  -0.12  -2.30  -2.85
H  1.93  -3.53  -1.06
H  0.32  -4.00  -0.62
H  -0.29  -1.47  -0.69
H  0.72  -2.04  0.64
H  -4.57  -5.04  -5.16
H  -5.92  -6.81  -1.76
H  -6.43  -3.00  -2.13
C  -1.32  -2.80  4.77
C  -0.63  -3.03  3.45
O  0.52  -2.17  3.29
C  1.62  -2.57  3.94
O  1.75  -3.58  4.58
O  2.57  -1.66  3.73
C  3.82  -1.92  4.37
H  -1.59  -1.75  4.88
H  -2.23  -3.40  4.81
H  -0.68  -3.09  5.60
H  -1.27  -2.77  2.61
H  -0.31  -4.07  3.34
H  4.17  -2.92  4.13
H  3.71  -1.83  5.45
H  4.51  -1.17  4.00
C  2.68  6.00  0.93
C  1.30  5.72  1.47
O  1.07  4.30  1.64
C  1.60  3.77  2.74
O  2.19  4.36  3.61
O  1.35  2.46  2.73
C  1.91  1.70  3.81
H  2.83  5.45  0.00
H  2.78  7.06  0.71
H  3.44  5.71  1.65
H  0.53  6.03  0.76
H  1.13  6.22  2.42
H  1.62  2.12  4.77
H  3.00  1.69  3.73
H  1.52  0.70  3.67
C  0.92  8.31  -3.83
C  -0.40  7.92  -3.20
O  -0.60  6.49  -3.24
C  0.05  5.80  -2.32
O  0.74  6.26  -1.44
O  -0.22  4.51  -2.50
C  0.44  3.63  -1.57
H  0.99  7.92  -4.85
H  1.00  9.40  -3.87
H  1.75  7.93  -3.25
H  -1.24  8.32  -3.76
H  -0.47  8.26  -2.17
H  0.27  3.94  -0.55
H  1.52  3.62  -1.77
H  0.02  2.64  -1.75

Calculated values
* multiplicity: 1
* calculated total energy: -2831.33153 a.u.
* highest occupied orbital energy: -9.5 eV
* SMILES: NB1OB(CCCI)OB(PP(=O)(O)O)O1.CCOC(=O)OC.CCOC(=O)OC.CCOC(=O)OC
* M: 690.73 g/mol



[2]
Here is a 4-piece molecular cluster, C15H35BFO8P overall from the Open Molecules 2025 dataset. Energies are from ωB97M-V with the def2-TZVPD basis set.

CARTESIAN COORDINATES (ANGSTROEM)
C  -1.59  -0.32  1.84
C  -0.75  0.81  2.39
F  -1.46  1.47  3.44
P  0.85  0.19  3.22
C  2.46  -0.44  4.07
B  2.34  -0.32  5.62
O  1.61  -1.25  6.31
O  2.92  0.71  6.36
H  -1.87  -0.17  0.80
H  -2.51  -0.42  2.43
H  -1.07  -1.29  1.91
H  -0.54  1.57  1.63
H  1.06  -0.68  2.11
H  1.36  1.52  3.25
H  0.04  -0.20  4.33
H  3.30  0.12  3.67
H  2.56  -1.50  3.79
H  1.24  -0.88  7.12
H  2.73  1.60  6.03
C  -3.10  5.73  1.71
C  -2.23  4.50  1.87
O  -1.66  4.08  0.62
C  -0.52  4.58  0.12
C  0.09  5.81  0.75
O  -0.04  4.07  -0.86
H  -2.52  6.59  1.37
H  -3.56  5.98  2.66
H  -3.88  5.54  0.98
H  -1.44  4.65  2.61
H  -2.81  3.65  2.20
H  -0.29  6.68  0.23
H  1.17  5.76  0.60
H  -0.12  5.92  1.81
C  0.45  2.05  -3.24
C  0.96  1.50  -1.93
O  0.02  0.58  -1.34
C  -0.04  -0.73  -1.66
C  0.78  -1.27  -2.80
O  -0.81  -1.41  -1.02
H  0.34  1.27  -4.00
H  1.16  2.79  -3.63
H  -0.51  2.54  -3.09
H  1.93  1.02  -2.03
H  1.04  2.30  -1.20
H  0.16  -1.25  -3.70
H  1.03  -2.30  -2.57
H  1.70  -0.72  -2.99
C  -1.48  -5.55  -4.60
C  -0.03  -5.77  -4.95
O  0.84  -4.87  -4.24
C  1.28  -5.13  -2.99
C  0.72  -6.29  -2.21
O  2.08  -4.37  -2.51
H  -1.68  -5.76  -3.55
H  -2.11  -6.19  -5.21
H  -1.76  -4.51  -4.79
H  0.28  -6.80  -4.79
H  0.16  -5.54  -6.00
H  -0.12  -5.92  -1.63
H  1.49  -6.63  -1.52
H  0.39  -7.13  -2.81

Calculated values
* multiplicity: 1
* calculated total energy: -1660.55037 a.u.
* highest occupied orbital energy: -8.1 eV
* SMILES: C[C@@H](F)[PH3]CB(O)O.CCOC(C)=O.CCOC(C)=O.CCOC(C)=O
* M: 404.22 g/mol



[3]
Here is C15H35BrN3SiSr as an isolated structure at a distorted geometry from the Open Molecules 2025 dataset. Energies are from ωB97M-V with the def2-TZVPD basis set.

CARTESIAN COORDINATES (ANGSTROEM)
Sr  3.41  0.85  0.01
N  5.88  -0.11  -0.16
C  6.51  0.19  1.14
C  5.69  -0.40  2.27
N  4.39  0.31  2.39
H  6.04  -1.09  -0.40
H  6.33  0.44  -0.89
H  6.55  1.28  1.23
H  7.53  -0.19  1.19
H  6.25  -0.36  3.20
H  5.47  -1.45  2.06
H  4.53  1.21  2.84
H  3.78  -0.22  3.00
N  5.64  3.76  -0.34
C  4.93  2.87  -0.18
C  -3.50  -1.97  -1.41
C  -2.03  -1.97  -0.95
C  -1.15  -2.50  -2.10
C  -1.87  -2.98  0.20
Si  -1.57  -0.20  -0.42
Br  0.96  -0.30  -0.35
C  -1.88  1.18  -1.70
C  -1.66  0.70  -3.14
C  -3.34  1.63  -1.56
C  -0.96  2.39  -1.51
C  -1.98  0.26  1.38
C  -1.71  1.74  1.68
C  -3.48  -0.01  1.60
C  -1.18  -0.55  2.41
H  -3.79  -3.00  -1.62
H  -3.66  -1.39  -2.32
H  -4.18  -1.59  -0.64
H  -1.53  -3.48  -2.40
H  -0.12  -2.63  -1.79
H  -1.17  -1.87  -2.99
H  -2.13  -3.97  -0.19
H  -2.54  -2.77  1.03
H  -0.85  -3.02  0.57
H  -2.36  -0.07  -3.45
H  -0.65  0.32  -3.30
H  -1.80  1.55  -3.81
H  -4.06  0.82  -1.67
H  -3.55  2.36  -2.35
H  -3.54  2.13  -0.61
H  0.06  2.16  -1.80
H  -0.95  2.79  -0.49
H  -1.31  3.19  -2.17
H  -2.33  2.42  1.10
H  -0.66  2.00  1.51
H  -1.93  1.93  2.73
H  -4.12  0.50  0.88
H  -3.75  0.36  2.59
H  -3.73  -1.07  1.58
H  -0.13  -0.24  2.42
H  -1.21  -1.62  2.27
H  -1.58  -0.34  3.41

Calculated values
* multiplicity: 1
* calculated total energy: -3650.93255 a.u.
* charge: +1
* highest occupied orbital energy: -12.7 eV
* M: 453.08 g/mol



[4]
Here is C15H35CaN2OP3 as an isolated structure at a distorted geometry from the Open Molecules 2025 dataset. Energies are from ωB97M-V with the def2-TZVPD basis set.

CARTESIAN COORDINATES (ANGSTROEM)
Ca  0.98  0.36  -0.39
P  1.06  3.33  -0.35
P  2.61  -2.10  0.16
N  -0.97  1.07  -1.42
N  -0.32  -1.52  -1.14
H  -2.73  0.39  -2.56
H  -2.36  -1.98  -1.48
H  -2.73  0.13  -0.76
C  -2.09  0.15  -1.68
H  -1.46  -1.49  -2.94
C  -1.59  -1.29  -1.86
H  -1.38  2.28  -3.22
H  -0.38  -3.53  -1.69
C  -0.62  1.95  -2.39
C  0.20  -2.73  -1.18
H  -0.84  3.99  -1.62
C  -0.01  3.30  -1.90
H  0.56  3.81  -2.70
H  3.66  -2.39  -0.77
H  3.03  -3.08  1.12
H  2.16  3.88  -1.06
H  0.63  4.57  0.21
O  2.09  0.88  -2.20
C  1.52  0.82  -3.41
C  1.96  1.87  -4.43
C  1.63  -0.63  -3.98
H  0.27  1.40  -3.09
H  1.52  2.82  -4.12
H  3.05  1.94  -4.42
H  1.60  1.66  -5.45
H  1.28  -1.42  -3.31
H  1.16  -0.80  -4.95
H  2.70  -0.83  -4.12
C  1.43  -3.16  -0.66
H  1.66  -4.20  -0.87
C  -3.34  0.40  2.84
C  -1.93  0.64  3.37
P  -0.63  0.07  2.23
C  0.96  0.46  3.15
C  0.96  0.24  4.66
C  -0.73  -1.79  2.34
C  -1.06  -2.40  3.68
H  -3.49  0.88  1.86
H  -4.07  0.83  3.52
H  -3.58  -0.66  2.73
H  -1.77  1.71  3.51
H  -1.79  0.15  4.34
H  1.76  -0.13  2.67
H  1.15  1.52  2.92
H  1.04  -0.82  4.93
H  1.84  0.75  5.08
H  0.08  0.67  5.15
H  -1.49  -2.05  1.59
H  0.23  -2.18  1.95
H  -1.97  -1.99  4.12
H  -1.22  -3.47  3.55
H  -0.25  -2.29  4.40

Calculated values
* multiplicity: 2
* calculated total energy: -2478.66080 a.u.
* charge: +1
* highest occupied orbital energy (spin up / spin down): -10.5 / -10.5 eV
* M: 392.46 g/mol



[5]
Here is C15H35ClIN3O10S as an isolated structure from the Open Molecules 2025 dataset. Energies are from ωB97M-V with the def2-TZVPD basis set.

CARTESIAN COORDINATES (ANGSTROEM)
N  -0.73  0.17  -2.60
C  -1.64  0.92  -1.81
Cl  -1.79  2.58  -2.41
O  -2.92  0.31  -1.89
S  -3.47  -0.33  -0.55
O  -4.51  0.49  -0.06
O  -3.65  -1.73  -0.68
O  -2.09  -0.15  0.25
C  -1.29  0.89  -0.28
I  -1.87  2.69  0.82
C  0.16  0.56  0.03
O  0.46  0.67  1.39
O  1.48  1.65  1.57
H  -0.71  0.50  -3.55
H  0.20  0.13  -2.23
H  0.32  -0.48  -0.28
H  0.82  1.20  -0.56
H  1.00  2.49  1.69
C  -3.59  -9.66  -0.24
O  -3.62  -8.90  -1.43
C  -4.74  -8.03  -1.54
C  -4.32  -6.58  -1.45
N  -3.86  -6.24  -0.11
C  -3.25  -4.91  0.02
C  -1.97  -4.64  -0.76
O  -0.84  -5.38  -0.31
C  -0.70  -6.67  -0.86
H  -2.79  -10.40  -0.35
H  -3.38  -9.05  0.64
H  -4.53  -10.20  -0.08
H  -5.49  -8.26  -0.78
H  -5.19  -8.20  -2.52
H  -5.18  -5.95  -1.70
H  -3.55  -6.41  -2.21
H  -3.20  -6.93  0.20
H  -3.04  -4.76  1.08
H  -3.99  -4.17  -0.27
H  -1.72  -3.59  -0.60
H  -2.10  -4.77  -1.84
H  -1.09  -6.73  -1.88
H  -1.20  -7.43  -0.25
H  0.36  -6.91  -0.88
C  6.22  6.36  -0.49
O  6.07  6.46  0.91
C  5.59  7.72  1.37
C  4.20  7.60  1.94
N  3.22  7.31  0.90
C  1.88  6.98  1.39
C  1.71  5.73  2.24
O  1.93  4.52  1.54
C  3.28  4.10  1.44
H  6.74  5.43  -0.70
H  5.26  6.35  -1.01
H  6.82  7.19  -0.89
H  5.62  8.46  0.57
H  6.27  8.05  2.16
H  3.93  8.54  2.42
H  4.23  6.82  2.72
H  3.56  6.55  0.33
H  1.24  6.87  0.51
H  1.51  7.83  1.96
H  0.67  5.70  2.57
H  2.33  5.75  3.14
H  3.86  4.40  2.31
H  3.76  4.49  0.54
H  3.29  3.01  1.37

Calculated values
* multiplicity: 1
* calculated total energy: -2665.04439 a.u.
* highest occupied orbital energy: -8.4 eV
* M: 611.88 g/mol



[6]
Here is a 3-piece molecular cluster, C15H35ClN2O7S overall from the Open Molecules 2025 dataset. Energies are from ωB97M-V with the def2-TZVPD basis set.

CARTESIAN COORDINATES (ANGSTROEM)
C  3.79  1.97  0.11
C  3.40  3.24  -0.67
C  4.62  3.86  -1.35
C  2.75  4.31  0.22
C  1.50  3.97  1.03
C  0.28  3.48  0.28
Cl  0.47  1.87  -0.44
O  -0.81  3.41  1.23
S  -2.22  3.41  0.47
O  -2.72  2.09  0.33
O  -3.01  4.44  1.03
O  -1.64  3.87  -0.96
C  -0.34  4.46  -0.73
O  0.35  4.60  -1.90
H  4.86  1.97  0.32
H  3.27  1.88  1.06
H  3.56  1.07  -0.46
H  2.70  2.97  -1.46
H  4.33  4.50  -2.18
H  5.21  4.45  -0.65
H  5.27  3.08  -1.76
H  3.51  4.60  0.96
H  2.55  5.20  -0.38
H  1.70  3.27  1.84
H  1.17  4.90  1.51
H  -0.52  5.41  -0.21
H  -0.26  4.63  -2.64
C  -2.50  -3.26  -0.72
O  -2.42  -1.85  -0.79
C  -3.13  -1.26  -1.86
C  -4.63  -1.03  -1.61
C  -5.46  -2.31  -1.66
N  -4.90  -0.33  -0.36
H  -2.52  -3.70  -1.72
H  -3.37  -3.60  -0.17
H  -1.60  -3.61  -0.20
H  -2.66  -0.28  -2.02
H  -2.98  -1.85  -2.77
H  -4.97  -0.38  -2.43
H  -5.33  -2.90  -0.76
H  -6.52  -2.07  -1.74
H  -5.18  -2.94  -2.52
H  -4.44  0.58  -0.38
H  -4.45  -0.83  0.39
C  1.32  -2.25  0.22
O  1.98  -2.39  1.46
C  1.27  -3.08  2.47
C  1.40  -4.60  2.41
C  0.57  -5.25  1.30
N  2.78  -5.05  2.29
H  0.24  -2.12  0.36
H  1.49  -3.11  -0.43
H  1.72  -1.36  -0.26
H  1.70  -2.73  3.42
H  0.21  -2.78  2.46
H  1.02  -4.97  3.37
H  1.03  -5.10  0.33
H  0.50  -6.32  1.47
H  -0.44  -4.84  1.28
H  3.32  -4.73  3.09
H  3.20  -4.59  1.49

Calculated values
* multiplicity: 1
* calculated total energy: -2087.04709 a.u.
* highest occupied orbital energy: -8.9 eV
* SMILES: CC(C)CC[C@@]1(Cl)OS(=O)(=O)O[C@@H]1O.COC[C@@H](C)N.COC[C@@H](C)N
* M: 422.97 g/mol



[7]
Here is a 3-piece molecular cluster, C15H35F2N3O6 overall at a distorted geometry from the Open Molecules 2025 dataset. Energies are from ωB97M-V with the def2-TZVPD basis set.

CARTESIAN COORDINATES (ANGSTROEM)
C  0.39  0.52  -0.11
C  0.72  -0.41  -1.42
F  1.91  0.23  -2.09
C  1.16  -1.95  -1.09
C  0.15  -2.78  -0.10
F  0.73  -2.69  1.29
O  -1.22  -2.26  -0.01
C  -2.05  -2.63  -1.17
O  -1.61  -3.11  -2.34
C  -3.69  -2.36  -1.00
C  -3.94  -0.84  -0.34
N  -3.80  -0.88  1.19
N  -2.93  0.12  -0.96
N  -5.32  -0.36  -0.73
H  1.28  1.25  0.13
H  -0.56  1.18  -0.39
H  0.09  -0.13  0.84
H  -0.13  -0.40  -2.25
H  1.17  -2.53  -2.13
H  2.25  -2.02  -0.65
H  0.15  -3.91  -0.45
H  -4.12  -3.17  -0.24
H  -4.22  -2.38  -2.05
H  -2.80  -0.59  1.38
H  -3.91  -1.88  1.53
H  -3.13  0.29  -1.97
H  -2.86  1.01  -0.41
H  -5.53  0.60  -0.34
H  -5.36  -0.30  -1.78
C  -2.84  3.88  -2.42
O  -2.54  3.54  -1.07
C  -1.47  4.33  -0.54
C  -2.00  5.47  0.34
O  -2.75  6.41  -0.43
C  -4.16  6.22  -0.31
H  -3.82  3.45  -2.67
H  -2.89  4.96  -2.57
H  -2.09  3.45  -3.09
H  -0.84  4.72  -1.35
H  -0.86  3.66  0.08
H  -1.15  6.01  0.77
H  -2.61  5.08  1.17
H  -4.50  6.62  0.65
H  -4.44  5.17  -0.39
H  -4.65  6.77  -1.11
C  7.05  -4.05  2.77
O  7.05  -2.67  2.39
C  6.70  -2.50  1.01
C  5.23  -2.09  0.86
O  4.35  -3.13  1.27
C  3.84  -2.91  2.58
H  7.05  -4.10  3.87
H  6.18  -4.58  2.40
H  7.97  -4.52  2.40
H  6.92  -3.40  0.43
H  7.33  -1.69  0.62
H  5.03  -1.90  -0.21
H  5.02  -1.16  1.40
H  3.05  -2.16  2.55
H  4.61  -2.60  3.28
H  3.41  -3.85  2.95

Calculated values
* multiplicity: 1
* calculated total energy: -1407.74424 a.u.
* highest occupied orbital energy: -9.0 eV
* SMILES: C[C@@H](F)C[C@@H](F)OC(=O)CC(N)(N)N.COCCOC.COCCOC
* M: 391.46 g/mol



[8]
Here is a 4-piece molecular cluster, C15H35F2NO9S2 overall at a distorted geometry from the Open Molecules 2025 dataset. Energies are from ωB97M-V with the def2-TZVPD basis set.

CARTESIAN COORDINATES (ANGSTROEM)
C  3.04  -2.13  3.37
C  1.84  -1.44  2.75
O  0.64  -2.21  3.03
C  -0.28  -2.22  2.09
O  -0.15  -2.30  0.93
N  -1.66  -2.12  2.66
S  -2.27  -3.63  3.13
O  -3.66  -3.68  2.96
O  -1.45  -4.58  2.45
F  -1.93  -3.74  4.63
S  -1.85  -0.89  3.80
O  -3.14  -1.05  4.36
O  -1.41  0.29  3.15
F  -0.83  -1.22  4.91
H  3.24  -1.70  4.35
H  3.91  -2.08  2.73
H  2.78  -3.18  3.53
H  1.72  -0.45  3.20
H  1.96  -1.28  1.68
C  -4.48  -5.69  0.15
C  -5.86  -5.08  0.32
O  -6.64  -5.06  -0.86
C  -6.91  -6.32  -1.45
C  -7.67  -7.28  -0.55
H  -3.92  -5.15  -0.62
H  -3.93  -5.63  1.08
H  -4.52  -6.74  -0.15
H  -5.76  -4.04  0.62
H  -6.40  -5.59  1.13
H  -5.99  -6.78  -1.81
H  -7.51  -6.09  -2.33
H  -7.10  -7.54  0.34
H  -7.89  -8.20  -1.09
H  -8.61  -6.83  -0.23
C  -0.61  1.89  0.67
C  0.43  2.52  1.58
O  1.77  2.30  1.17
C  2.11  2.79  -0.11
C  1.95  4.30  -0.27
H  -0.45  0.82  0.59
H  -1.61  2.05  1.07
H  -0.59  2.31  -0.34
H  0.36  2.07  2.57
H  0.23  3.59  1.70
H  1.56  2.26  -0.89
H  3.16  2.53  -0.25
H  0.91  4.61  -0.15
H  2.28  4.61  -1.26
H  2.54  4.82  0.48
C  6.09  4.24  -4.35
C  4.88  4.72  -3.58
O  5.10  5.89  -2.81
C  5.50  7.04  -3.52
C  4.49  7.50  -4.57
H  6.93  4.05  -3.67
H  5.86  3.32  -4.88
H  6.42  4.97  -5.09
H  4.58  3.96  -2.86
H  4.02  4.87  -4.25
H  6.48  6.89  -3.98
H  5.62  7.82  -2.77
H  4.34  6.76  -5.35
H  4.84  8.42  -5.04
H  3.52  7.70  -4.11

Calculated values
* multiplicity: 1
* calculated total energy: -2320.45291 a.u.
* highest occupied orbital energy: -9.4 eV
* SMILES: CCOC(=O)N(S(=O)(=O)F)S(=O)(=O)F.CCOCC.CCOCC.CCOCC
* M: 475.57 g/mol